Entry 1:
Entry from the OMol25 dataset: a structure of composition C7H13N3 (ωB97M-V with the def2-TZVPD basis set).

Geometry as XYZ:
```
23
Properties=species:S:1:pos:R:3:mulliken_charge:R:1
C -0.2282 -1.5011 0.0903 0.095
C -2.1387 -0.4029 -0.0949 0.686
C -1.3462 0.6555 0.0773 0.087
C -3.6210 -0.3204 -0.2618 -1.256
C 2.1046 0.0684 -1.3571 -1.213
C 2.5312 -0.2963 1.1515 -1.673
C 1.5932 0.2269 0.1584 0.354
N -1.5500 -1.6271 0.0357 -0.676
N 0.2888 -0.3008 0.2183 -0.157
N -1.1696 2.0145 0.2777 -0.651
H 0.2625 -2.5372 0.2007 0.299
H -3.8907 0.2342 -1.2123 0.279
H -3.8972 -1.3406 -0.4114 0.370
H -4.1065 0.3119 0.4199 0.343
H 2.0418 -0.9917 -1.4768 0.403
H 3.1549 0.3298 -1.4809 0.395
H 1.4909 0.8039 -1.9197 0.268
H 2.5638 -1.3367 1.0427 0.414
H 2.1999 -0.0241 2.1186 0.421
H 3.4864 0.1726 0.8874 0.373
H 1.5533 1.2412 0.4571 0.238
H -1.0097 2.2802 1.2340 0.284
H -0.3134 2.3397 -0.1547 0.318
```

Properties
E_tot   -438.69288 Eh
E_LUMO   0.72 eV
Orbital gap   0.322 hartree

=====

Entry 2:
Entry from the OMol25 dataset: a cluster of 2 separate species, C7H13N3O in total (ωB97M-V with the def2-TZVPD basis set).

Geometry as XYZ:
```
24
Properties=species:S:1:pos:R:3:lowdin_spin:R:1
C 2.5886 2.2820 0.8103 0.000
C 2.0953 0.8660 1.0225 0.000
C 1.9790 2.7706 -0.3872 0.000
O 2.7581 3.6611 -0.9499 0.000
N 0.6605 2.4539 -0.8889 0.000
H 2.2874 2.9871 1.6344 0.000
H 3.5984 2.5514 0.6493 0.000
H 2.6332 0.3467 1.7636 0.000
H 2.1410 0.2225 0.1112 0.000
H 0.5492 2.7790 -1.8153 0.000
H 0.1704 1.5696 -0.7080 0.000
H 1.0364 0.8266 1.4360 0.000
C -2.5348 -0.9609 1.7547 0.045
C -0.6234 -2.3844 -1.0371 0.248
C -2.0062 -1.7911 0.6112 0.281
C -2.6479 -2.8488 -0.0325 0.298
N -0.8016 -1.5400 -0.0316 -0.015
N -1.8779 -3.2149 -1.1564 0.093
H -0.0117 -2.4204 -1.8574 0.012
H -1.9966 -3.9333 -1.8915 0.000
H -3.5618 -3.4495 0.2800 0.005
H -3.1555 -0.1727 1.3238 0.021
H -1.6697 -0.4507 2.2790 0.004
H -3.0569 -1.6389 2.4819 0.007
```

Properties
<S²>   0.7628
E_tot   -513.67262 Eh
Multiplicity   2
E_LUMO (alpha / beta)   -4.68 / -8.45 eV
Orbital gap (alpha / beta)   0.250 / 0.112 hartree
Total charge   +1

=====

Entry 3:
Entry from the OMol25 dataset: the ion C7H13N3O with charge +2 (ωB97M-V with the def2-TZVPD basis set).

Geometry as XYZ:
```
24
Properties=species:S:1:pos:R:3:lowdin_spin:R:1
C -0.8937 -0.0869 -0.2595 0.512
C -0.1476 -2.4329 0.7232 0.010
C 1.2369 1.8376 0.3576 0.010
C 0.5539 -1.8379 -0.4993 0.034
C 1.4390 0.5692 -0.4832 0.019
C -1.6355 -2.1166 0.7208 0.040
C 0.4381 2.9585 -0.3065 0.086
N 0.3412 -0.3748 -0.4077 0.156
N -1.8815 -0.8214 0.0606 0.164
N -0.9032 2.6073 -0.5075 0.463
O -1.8361 3.2614 -0.7555 0.449
H -0.0156 -3.5173 0.7205 0.006
H 0.3258 -2.0568 1.6321 0.000
H 0.7815 1.5795 1.3166 0.002
H 2.2284 2.2425 0.5787 0.000
H 1.6249 -2.0463 -0.4923 0.005
H 0.1333 -2.2240 -1.4319 0.001
H 1.6093 0.8282 -1.5359 0.005
H 2.3348 0.0502 -0.1330 0.000
H -2.2131 -2.8429 0.1352 0.012
H -2.0454 -2.1131 1.7351 0.000
H 0.5178 3.9036 0.2581 0.012
H 0.8550 3.1980 -1.3021 0.001
H -2.8483 -0.5652 -0.1239 0.012
```

Properties
<S²>   2.0057
E_tot   -513.19081 Eh
Multiplicity   3
E_LUMO (alpha / beta)   -11.24 / -11.93 eV
Orbital gap (alpha / beta)   0.220 / 0.239 hartree
Total charge   +2

=====

Entry 4:
Entry from the OMol25 dataset: the ion C7H13N3O2 with charge +2 (ωB97M-V with the def2-TZVPD basis set).

Geometry as XYZ:
```
25
Properties=species:S:1:pos:R:3:mulliken_charge:R:1
C 2.9767 -0.7464 -0.0658 -1.022
C 2.0193 0.2077 0.1394 0.344
N 2.2475 1.5522 0.6441 -0.257
C 0.3458 -0.0452 -0.0723 0.972
C -0.5031 0.8826 0.4405 -0.319
C -1.8907 0.9453 0.0473 -0.019
C -2.4551 1.8024 -0.8017 -0.880
N -2.6715 0.0302 0.8496 1.032
O -3.8226 0.2179 1.0785 -0.482
O -2.0696 -0.9562 1.2723 -0.709
C 0.0426 -1.1482 -1.0436 -1.307
N -0.4282 -2.2827 -0.1239 -0.126
H 4.0741 -0.4183 -0.0860 0.272
H 2.6440 -1.7258 -0.2111 0.291
H 1.6957 1.5913 1.5581 0.409
H 1.7151 2.1680 -0.0892 0.444
H 3.1901 1.8858 0.8081 0.385
H -0.0953 1.6957 0.9987 0.412
H -3.5502 1.5795 -0.9058 0.309
H -1.8983 2.5299 -1.2770 0.370
H 0.9395 -1.4135 -1.6557 0.507
H -0.8216 -0.8111 -1.6789 0.348
H 0.3912 -2.7472 0.1915 0.333
H -1.0459 -3.0140 -0.6011 0.398
H -1.0296 -1.7800 0.5839 0.296
```

Properties
E_tot   -588.44091 Eh
E_LUMO   -7.91 eV
SMILES   C=C([NH3+])/C(=C/C(=C)[N+](=O)[O-])C[NH3+]
Orbital gap   0.358 hartree
Total charge   +2

=====

Entry 5:
Entry from the OMol25 dataset: the molecule C7H13N3O4 (ωB97M-V with the def2-TZVPD basis set).

Geometry as XYZ:
```
27
Properties=species:S:1:pos:R:3:mulliken_charge:R:1
C -0.2355 1.4760 3.3205 -1.400
C 0.7041 1.1977 2.1210 0.227
N 1.4935 2.3195 1.8370 -0.768
C -0.3450 0.8682 0.9275 0.366
O -0.5224 1.7877 0.1984 -0.580
N -0.8290 -0.3847 0.7104 -0.054
C -1.2554 -0.6337 -0.6524 0.064
C -0.2772 -0.1224 -1.7123 -1.323
C 1.1534 0.0304 -1.4250 0.867
N 1.6377 1.3102 -1.5107 -0.293
O 1.9095 -0.9428 -1.1027 -0.753
C -1.3324 -2.1291 -0.9494 0.287
O -2.3762 -2.6377 -1.3022 -0.615
O -0.2405 -2.7811 -0.8483 -0.426
H 0.4041 1.8878 4.2132 0.328
H -0.9176 0.6577 3.6382 0.322
H -0.8960 2.3321 3.0599 0.315
H 1.4481 0.4293 2.4405 0.422
H 1.1255 2.6873 0.9497 0.334
H 2.3444 1.8663 1.4999 0.298
H -1.3018 -1.1342 1.2735 0.332
H -2.2625 -0.2830 -0.8808 0.252
H -0.5693 0.8679 -2.0758 0.454
H -0.3458 -0.7393 -2.5706 0.456
H 1.0987 1.9945 -1.9308 0.218
H 2.6938 1.3394 -1.5150 0.302
H 0.4282 -2.1521 -0.7003 0.366
```

Properties
E_tot   -739.75870 Eh
E_LUMO   0.46 eV
SMILES   C[C@H](N)C(=O)N[C@@H](CC(N)=O)C(=O)O
Orbital gap   0.373 hartree

=====

Entry 6:
Entry from the OMol25 dataset: the molecule C7H13N3O4S (ωB97M-V with the def2-TZVPD basis set).

Geometry as XYZ:
```
28
Properties=species:S:1:pos:R:3:mulliken_charge:R:1
N -1.6944 2.2992 -0.4847 -0.328
C -2.4426 1.3767 0.1136 0.708
O -3.5314 0.9878 -0.3264 -0.728
C -1.8711 0.6133 1.2707 -1.007
C -1.2857 -0.7494 0.5229 -0.073
N -0.1901 -0.3994 -0.2829 -0.058
C 1.0241 -0.0266 0.3011 0.310
O 1.2861 0.0902 1.5283 -0.701
C 2.0214 0.6137 -0.5739 -0.024
N 1.5725 2.0037 -0.7212 -0.711
C 3.4402 0.5736 0.1810 -0.597
S 4.0708 -1.1151 -0.1584 -0.269
C -2.2555 -1.6405 -0.2567 0.461
O -1.7297 -2.3552 -1.1392 -0.577
O -3.5867 -1.6056 0.1468 -0.503
H -0.5912 2.2750 -0.4750 0.283
H -2.1758 2.9041 -1.1021 0.239
H -1.1491 0.9694 2.0011 0.479
H -2.7475 0.2599 1.9161 0.342
H -0.8456 -1.4505 1.3419 0.357
H -0.1966 -0.4729 -1.3058 0.333
H 2.0720 0.2114 -1.6587 0.366
H 2.2702 2.4685 -1.3740 0.303
H 1.8098 2.5977 0.1138 0.249
H 3.1103 0.6274 1.3426 0.304
H 4.3875 1.2093 -0.1800 0.314
H 3.6742 -1.8864 0.9646 0.140
H -3.8585 -0.6986 0.3424 0.388
```

Properties
E_tot   -1137.92786 Eh
E_LUMO   0.47 eV
SMILES   NC(=O)C[C@H](NC(=O)[C@@H](N)CS)C(=O)O
Orbital gap   0.353 hartree

=====

Entry 7:
Entry from the OMol25 dataset: the molecule C7H13N3O5 (ωB97M-V with the def2-TZVPD basis set).

Geometry as XYZ:
```
28
Properties=species:S:1:pos:R:3:mulliken_charge:R:1
N 0.9388 -2.0648 -3.2977 -0.375
C 1.0026 -1.1867 -2.2694 0.553
O 0.8345 0.0114 -2.4179 -0.622
C 1.3264 -1.7979 -0.9129 -1.232
C 1.3177 -0.7352 0.1892 -0.344
N 0.0303 -0.1382 0.3807 -0.099
C -0.3821 0.1831 1.6469 0.296
O 0.0690 -0.3636 2.6435 -0.692
C -1.4874 1.2191 1.7105 0.558
N -1.3612 2.1671 0.6020 -0.799
C -2.8426 0.5177 1.6132 -0.889
O -3.9103 1.4626 1.4880 -0.558
C 2.3417 0.3728 -0.0593 0.591
O 2.1859 1.5269 0.2197 -0.577
O 3.4976 -0.1134 -0.5644 -0.465
H 1.1138 -3.0734 -3.1965 0.200
H 0.7635 -1.7279 -4.2361 0.251
H 2.2957 -2.2895 -0.9122 0.472
H 0.5402 -2.5486 -0.6696 0.438
H 1.5840 -1.2138 1.1196 0.653
H -0.2653 0.4856 -0.3430 0.478
H -1.4179 1.6952 2.6893 0.329
H -2.0370 2.8877 0.7526 0.249
H -0.4532 2.5889 0.5966 0.174
H -3.0124 -0.0567 2.5165 0.354
H -2.8199 -0.1754 0.7946 0.349
H -3.9396 1.7219 0.5586 0.348
H 4.0874 0.6450 -0.6422 0.359
```

Properties
E_tot   -815.07814 Eh
E_LUMO   0.54 eV
SMILES   NC(=O)C[C@H](NC(=O)[C@@H](N)CO)C(=O)O
Orbital gap   0.377 hartree

=====

Entry 8:
Entry from the OMol25 dataset: the molecule C7H13NO (ωB97M-V with the def2-TZVPD basis set).

Geometry as XYZ:
```
22
Properties=species:S:1:pos:R:3:mulliken_charge:R:1
C -1.9534 -1.5273 1.5530 -0.702
C -1.4132 -0.3144 1.4418 -0.236
C 0.0740 0.1603 0.6643 -0.006
C 1.2680 -0.6258 1.1731 -1.187
N -0.2336 0.1062 -0.7090 0.101
C -0.5964 -1.1550 -1.3383 -1.006
C 0.6672 1.0975 -1.6317 0.748
C 1.1196 2.4181 -1.0609 -1.152
O 0.8117 0.8578 -2.8173 -0.549
H -2.8656 -1.6938 2.1255 0.275
H -1.5243 -2.4079 1.0841 0.214
H -1.9003 0.5327 1.9233 0.283
H 0.1702 1.1935 1.0040 0.348
H 2.1834 -0.0470 1.0068 0.315
H 1.1809 -0.8017 2.2498 0.390
H 1.3858 -1.5885 0.6727 0.275
H -1.6853 -1.2188 -1.3821 0.277
H -0.2061 -1.2093 -2.3585 0.368
H -0.1928 -2.0203 -0.8071 0.299
H 0.3151 2.8843 -0.4904 0.338
H 1.9973 2.2627 -0.4291 0.276
H 1.3977 3.0965 -1.8741 0.331
```

Properties
E_tot   -404.44695 Eh
E_LUMO   0.90 eV
SMILES   C=C[C@@H](C)N(C)C(C)=O
Orbital gap   0.354 hartree

=====

Copy entry 3 word for word.
Entry from the OMol25 dataset: the ion C7H13N3O with charge +2 (ωB97M-V with the def2-TZVPD basis set).

Geometry as XYZ:
```
24
Properties=species:S:1:pos:R:3:lowdin_spin:R:1
C -0.8937 -0.0869 -0.2595 0.512
C -0.1476 -2.4329 0.7232 0.010
C 1.2369 1.8376 0.3576 0.010
C 0.5539 -1.8379 -0.4993 0.034
C 1.4390 0.5692 -0.4832 0.019
C -1.6355 -2.1166 0.7208 0.040
C 0.4381 2.9585 -0.3065 0.086
N 0.3412 -0.3748 -0.4077 0.156
N -1.8815 -0.8214 0.0606 0.164
N -0.9032 2.6073 -0.5075 0.463
O -1.8361 3.2614 -0.7555 0.449
H -0.0156 -3.5173 0.7205 0.006
H 0.3258 -2.0568 1.6321 0.000
H 0.7815 1.5795 1.3166 0.002
H 2.2284 2.2425 0.5787 0.000
H 1.6249 -2.0463 -0.4923 0.005
H 0.1333 -2.2240 -1.4319 0.001
H 1.6093 0.8282 -1.5359 0.005
H 2.3348 0.0502 -0.1330 0.000
H -2.2131 -2.8429 0.1352 0.012
H -2.0454 -2.1131 1.7351 0.000
H 0.5178 3.9036 0.2581 0.012
H 0.8550 3.1980 -1.3021 0.001
H -2.8483 -0.5652 -0.1239 0.012
```

Properties
<S²>   2.0057
E_tot   -513.19081 Eh
Multiplicity   3
E_LUMO (alpha / beta)   -11.24 / -11.93 eV
Orbital gap (alpha / beta)   0.220 / 0.239 hartree
Total charge   +2